Record 1
Molecular formula: C44H42N2O4
Method: DFT, wB97M-V/def2-TZVPD

Highest occupied orbital energy (eV): -5.4
E_LUMO (eV): -2.23
2S+1: 1
Kohn-Sham gap (eV): 3.15
Energy above the lowest of the compared OMol25 structures with the same formula, charge and spin (kcal per mole): 13.51

```
92
Properties=species:S:1:pos:R:3:lowdin_charge:R:1
C -4.720 -0.757 -3.184 -0.129
C -3.910 -0.121 -2.230 -0.117
C -2.680 -0.674 -1.849 -0.051
C -2.267 -1.938 -2.357 -0.203
C -1.218 -2.749 -1.803 -0.116
C -0.029 -2.531 -0.970 -0.341
C 1.261 -3.004 -1.622 -0.181
C 1.356 -3.443 -2.970 -0.048
C 2.515 -4.031 -3.476 -0.073
C 3.643 -4.144 -2.651 -0.088
C 3.593 -3.647 -1.346 -0.087
C 2.418 -3.086 -0.834 -0.031
O -0.079 -2.194 0.222 0.020
C -1.402 -4.227 -1.842 -0.339
C -2.768 -4.880 -1.846 -0.169
C -3.845 -4.398 -1.102 -0.030
C -5.061 -5.093 -1.102 -0.085
C -5.196 -6.276 -1.840 -0.105
C -4.097 -6.784 -2.549 -0.091
C -2.885 -6.097 -2.528 -0.035
O -0.467 -5.046 -1.805 0.002
C -3.048 -2.487 -3.424 -0.056
C -4.268 -1.934 -3.800 -0.097
H -5.686 -0.337 -3.468 0.086
H -4.248 0.819 -1.787 0.089
H -2.026 -0.193 -1.122 0.085
H 0.497 -3.331 -3.639 0.126
H 2.524 -4.400 -4.509 0.106
H 4.543 -4.630 -3.045 0.100
H 4.467 -3.714 -0.694 0.097
H 2.360 -2.766 0.208 0.112
H -3.741 -3.472 -0.535 0.123
H -5.906 -4.704 -0.530 0.096
H -6.150 -6.813 -1.868 0.094
H -4.177 -7.714 -3.120 0.097
H -2.006 -6.504 -3.032 0.115
H -2.704 -3.405 -3.914 0.116
H -4.880 -2.424 -4.559 0.100
C 2.499 2.978 -6.604 -0.048
O 2.479 1.640 -6.052 -0.065
C 2.133 1.481 -4.756 -0.240
C 2.189 0.161 -4.229 0.031
C 1.693 -0.100 -2.981 0.021
C 1.117 0.906 -2.148 -0.170
C 0.661 0.699 -0.793 0.082
C 0.872 1.681 0.185 -0.055
C 0.908 1.526 1.577 0.034
N 1.121 2.519 2.462 0.041
C 1.313 2.267 3.904 -0.154
C 0.200 1.431 4.502 -0.090
C 0.236 1.241 6.010 -0.225
C -0.941 1.460 6.736 -0.042
C -0.927 1.425 8.131 -0.075
C 0.262 1.122 8.808 -0.082
C 1.396 0.738 8.079 -0.071
C 1.392 0.817 6.679 -0.038
C 1.350 3.691 4.484 -0.370
O 1.512 4.014 5.658 0.092
N 1.137 4.566 3.456 -0.040
C 1.154 6.005 3.659 -0.004
C 1.157 3.960 2.122 -0.452
C 2.467 4.343 1.401 0.015
C -0.097 4.419 1.357 0.011
C 1.130 2.228 -2.679 -0.019
C 1.685 2.534 -3.904 -0.003
H 2.801 2.822 -7.640 0.095
H 1.510 3.449 -6.568 0.097
H 3.238 3.599 -6.084 0.097
H 2.595 -0.628 -4.871 0.133
H 1.829 -1.097 -2.574 0.089
H 0.254 -0.250 -0.482 0.085
H 1.121 2.674 -0.183 0.062
H 0.837 0.521 1.998 0.153
H 2.299 1.801 4.113 0.170
H -0.741 1.934 4.240 0.132
H 0.200 0.454 4.004 0.124
H -1.858 1.695 6.188 0.114
H -1.844 1.637 8.679 0.104
H 0.295 1.163 9.894 0.102
H 2.289 0.387 8.595 0.104
H 2.286 0.558 6.102 0.114
H 1.099 6.211 4.737 0.102
H 2.076 6.448 3.252 0.097
H 0.295 6.468 3.160 0.090
H 3.313 4.266 2.102 0.104
H 2.656 3.671 0.559 0.078
H 2.416 5.376 1.034 0.093
H -0.983 4.233 1.985 0.109
H -0.023 5.491 1.147 0.089
H -0.217 3.879 0.414 0.070
H 0.729 3.045 -2.083 0.108
H 1.716 3.571 -4.260 0.108
```

Record 2
Molecular formula: C14H26N2NiOS2
Method: DFT, wB97M-V/def2-TZVPD

Highest occupied orbital energy (spin up / spin down) (eV): -15.5 / -15.7
Expectation value of S²: 2.01
E_LUMO (spin up / spin down) (eV): -5.44 / -7.89
2S+1: 3
Kohn-Sham gap (spin up / spin down) (eV): 10.04 / 7.84
Energy above the lowest of the compared OMol25 structures with the same formula, charge and spin (kcal per mole): 4.22
Net charge: +2

```
46
Properties=species:S:1:pos:R:3:nbo_charge:R:1
Ni -0.173 0.121 -0.178 1.254
S -0.289 -1.336 -1.811 0.241
S -0.033 1.996 0.916 0.232
C 1.049 -0.759 -2.945 -0.727
C -1.724 -0.749 -2.744 -0.540
C -1.820 0.749 -2.713 -0.246
N -1.659 1.168 -1.308 -0.707
C -1.666 2.632 -1.184 -0.248
C -1.433 2.955 0.258 -0.531
H -2.607 -1.173 -2.255 0.250
H -1.642 -1.147 -3.751 0.270
H -2.798 1.068 -3.104 0.234
H -1.073 1.257 -3.335 0.220
H -2.627 3.049 -1.504 0.234
H -0.923 3.063 -1.856 0.219
H -2.308 2.661 0.846 0.248
H -1.216 4.002 0.437 0.270
C 1.340 2.856 0.030 -0.726
H -2.433 0.772 -0.748 0.415
H 1.380 2.719 -1.054 0.225
H 2.265 2.495 0.478 0.259
H 1.230 3.914 0.254 0.260
H 1.967 -1.227 -2.590 0.259
H 1.190 0.322 -3.025 0.225
H 0.797 -1.169 -3.920 0.260
C -3.334 -0.575 0.859 -0.484
C -2.837 -1.421 1.812 -0.354
H -3.790 -0.958 -0.072 0.213
H -3.468 0.504 1.056 0.201
H -2.887 -2.520 1.700 0.218
H -2.492 -1.067 2.790 0.223
O -0.326 -1.580 1.950 -0.755
C 0.924 -1.947 2.498 -0.109
C 2.032 -1.337 1.688 0.210
C 3.325 -1.702 2.068 -0.215
C 4.380 -1.214 1.307 -0.104
C 4.096 -0.406 0.211 -0.245
C 2.785 -0.110 -0.121 0.028
N 1.741 -0.587 0.592 -0.577
H -1.021 -2.229 2.266 0.510
H 0.969 -1.608 3.554 0.214
H 0.997 -3.051 2.435 0.213
H 3.463 -2.343 2.952 0.256
H 5.407 -1.467 1.569 0.257
H 4.878 -0.028 -0.434 0.252
H 2.551 0.490 -0.994 0.198
```

Record 3
Molecular formula: C3H5NO2S
Method: DFT, wB97M-V/def2-TZVPD

Highest occupied orbital energy (eV): -9.0
E_LUMO (eV): -0.35
2S+1: 1
Kohn-Sham gap (eV): 8.69
Energy above the lowest of the compared OMol25 structures with the same formula, charge and spin (kcal per mole): 113.14
SMILES: C=NOC(=S)CO

```
12
Properties=species:S:1:pos:R:3:nbo_charge:R:1
C 0.496 -1.361 -0.678 -0.191
C 1.130 -0.595 0.384 0.162
C -1.300 1.729 0.908 -0.122
H -0.990 -0.265 -1.570 0.497
H -0.270 -2.213 -0.238 0.229
H 1.532 -1.872 -1.228 0.258
H -2.143 2.196 0.468 0.195
H -0.742 2.132 1.744 0.192
N -0.605 0.927 0.062 -0.141
O -0.206 -0.710 -1.759 -0.715
O 0.608 0.694 0.616 -0.378
S 2.490 -0.663 1.291 0.013
```

Record 4
Molecular formula: C21H49BIN3O4P
Method: DFT, wB97M-V/def2-TZVPD

Highest occupied orbital energy (eV): -4.2
E_LUMO (eV): 2.49
2S+1: 1
Kohn-Sham gap (eV): 6.70
Net charge: -1

```
80
Properties=species:S:1:pos:R:3:lowdin_charge:R:1
C 3.863 0.821 4.709 -0.129
C 3.758 -0.149 3.468 -0.271
C 2.318 -0.719 3.190 -0.200
C 1.179 0.431 3.186 -0.281
N -0.029 0.151 2.498 -0.162
P -0.757 1.050 1.127 0.608
C -2.503 0.625 1.844 -0.266
C -3.077 -0.788 1.929 -0.304
N -4.090 -1.309 1.301 0.054
C 0.910 1.831 0.557 -0.272
C 2.113 0.958 0.080 -0.232
C 2.283 1.092 -1.505 -0.179
C 3.618 0.376 -1.929 -0.247
O 4.760 1.240 -1.712 -0.108
C -0.587 -0.574 0.055 -0.206
C 0.030 -1.859 0.636 -0.406
C -0.493 -2.857 1.718 -0.072
N 1.074 -2.323 -0.008 0.079
C -1.445 1.854 -0.492 -0.366
C -2.835 1.420 -1.072 -0.717
C -2.760 1.355 -2.677 -0.212
I -4.325 3.041 -0.778 0.736
B -1.019 2.697 2.186 -0.576
O -2.121 3.626 1.900 -0.027
O -0.279 3.105 3.340 -0.061
C -0.099 4.529 3.357 -0.116
H 3.025 0.733 5.435 0.067
H 4.874 0.694 5.180 0.062
H 3.856 1.874 4.313 0.067
H 4.216 0.293 2.540 0.094
H 4.410 -1.040 3.708 0.093
H 2.097 -1.450 4.023 0.101
H 2.339 -1.319 2.253 0.075
H 1.761 1.376 3.107 0.096
H 0.927 0.439 4.302 0.115
H -0.681 -0.296 3.125 0.060
H -2.440 0.949 2.939 0.093
H -3.337 1.316 1.523 0.051
H -2.680 -1.472 2.727 0.087
H -4.419 -0.566 0.670 0.016
H 1.301 2.520 1.371 0.073
H 0.791 2.626 -0.238 0.084
H 3.065 1.466 0.443 0.100
H 2.214 -0.083 0.447 0.069
H 2.415 2.199 -1.677 0.114
H 1.378 0.791 -2.080 0.091
H 3.760 -0.493 -1.239 0.114
H 3.547 0.097 -3.004 0.110
H 4.983 1.211 -0.777 0.062
H -0.044 -0.389 -0.916 0.060
H -1.590 -0.920 -0.356 0.082
H -0.677 -2.427 2.730 0.049
H 0.117 -3.775 1.865 0.066
H -1.505 -3.214 1.357 0.078
H 1.390 -3.211 0.383 0.022
H -1.426 2.982 -0.495 0.068
H -0.757 1.609 -1.357 0.063
H -3.239 0.426 -0.790 0.047
H -1.896 0.680 -2.912 0.064
H -3.714 0.907 -3.062 0.063
H -2.584 2.381 -3.077 0.053
H -2.766 3.426 2.592 0.084
H 0.782 4.813 3.987 0.088
H 0.108 4.932 2.330 0.096
H -0.982 5.074 3.782 0.087
C -0.980 -2.683 -2.966 -0.078
C -2.054 -2.409 -4.004 -0.275
O -1.548 -1.862 -5.214 -0.162
C -0.631 -2.671 -5.927 -0.287
C -1.219 -3.995 -6.386 -0.087
H -0.368 -1.795 -2.799 0.070
H -1.433 -2.981 -2.019 0.076
H -0.311 -3.486 -3.283 0.068
H -2.750 -1.668 -3.605 0.105
H -2.642 -3.310 -4.210 0.105
H 0.278 -2.829 -5.337 0.108
H -0.336 -2.093 -6.805 0.115
H -1.444 -4.648 -5.540 0.064
H -0.515 -4.520 -7.034 0.072
H -2.152 -3.833 -6.931 0.079
```

Record 5
Molecular formula: C25H27FN2O4
Method: DFT, wB97M-V/def2-TZVPD

Highest occupied orbital energy (eV): -8.2
E_LUMO (eV): 0.73
2S+1: 1
Kohn-Sham gap (eV): 8.96
Energy above the lowest of the compared OMol25 structures with the same formula, charge and spin (kcal per mole): 0.00
SMILES: C[C@H]1CC[C@H](N2CC(=O)N(Cc3ccc4c(c3)OCO4)[C@@H](c3ccc(F)cc3)C2=O)CC1

```
59
Properties=species:S:1:pos:R:3:nbo_charge:R:1
C 3.079 1.720 -4.942 -0.597
H 2.929 0.754 -5.420 0.202
H 4.141 1.839 -4.736 0.208
H 2.776 2.497 -5.639 0.207
C 2.269 1.807 -3.652 -0.214
C 2.707 0.729 -2.661 -0.393
C 1.902 0.807 -1.367 -0.412
C 0.410 0.670 -1.678 -0.039
N -0.392 0.659 -0.462 -0.438
C -0.960 -0.485 -0.050 0.702
O -0.938 -1.533 -0.663 -0.629
C -1.665 -0.352 1.310 -0.158
N -0.830 0.388 2.229 -0.434
C -0.204 1.508 1.819 0.688
O 0.522 2.183 2.519 -0.618
C -0.499 1.844 0.359 -0.323
H 0.226 2.589 0.033 0.242
H -1.504 2.279 0.283 0.227
C -0.448 -0.255 3.474 -0.241
C 0.361 -1.491 3.169 -0.042
C -0.057 -2.746 3.574 -0.213
C 0.646 -3.901 3.234 -0.251
C 1.766 -3.743 2.457 0.224
C 2.192 -2.478 2.040 0.312
C 1.513 -1.341 2.388 -0.287
H 1.851 -0.367 2.074 0.233
O 3.323 -2.606 1.283 -0.488
C 3.591 -3.991 1.219 0.236
O 2.625 -4.691 1.973 -0.474
H 4.594 -4.192 1.628 0.159
H 3.553 -4.325 0.170 0.159
H 0.322 -4.876 3.553 0.230
H -0.950 -2.841 4.175 0.213
H -1.344 -0.503 4.049 0.205
H 0.149 0.476 4.027 0.254
C -3.042 0.254 1.118 -0.049
C -3.487 1.323 1.884 -0.199
C -4.752 1.850 1.688 -0.275
C -5.563 1.293 0.717 0.392
C -5.145 0.224 -0.056 -0.270
C -3.881 -0.293 0.152 -0.186
H -3.534 -1.127 -0.439 0.237
H -5.805 -0.189 -0.803 0.233
F -6.795 1.805 0.520 -0.323
H -5.110 2.679 2.277 0.232
H -2.848 1.750 2.642 0.226
H -1.781 -1.370 1.697 0.258
C -0.042 1.756 -2.653 -0.399
C 0.774 1.662 -3.939 -0.395
H 0.453 2.442 -4.633 0.210
H 0.591 0.696 -4.415 0.198
H 0.100 2.744 -2.211 0.192
H -1.105 1.632 -2.870 0.215
H 0.237 -0.311 -2.134 0.241
H 2.206 0.008 -0.689 0.218
H 2.099 1.762 -0.875 0.196
H 3.769 0.842 -2.436 0.211
H 2.565 -0.255 -3.114 0.198
H 2.442 2.790 -3.198 0.191
```

Record 6
Molecular formula: C2H44FINO26PS
Method: DFT, wB97M-V/def2-TZVPD

Highest occupied orbital energy (eV): -10.1
E_LUMO (eV): -0.22
2S+1: 1
Kohn-Sham gap (eV): 9.87

```
77
Properties=species:S:1:pos:R:3:lowdin_charge:R:1
O -2.029 1.791 -2.595 0.016
C -1.830 0.770 -2.001 -0.788
I -3.310 -0.764 -1.789 1.065
C -0.486 0.413 -1.355 -0.235
N 0.213 -0.495 -2.297 -0.219
P 1.211 0.341 -3.438 0.347
O 2.090 -0.648 -4.044 -0.233
O 1.979 1.511 -2.743 -0.086
O 0.234 0.962 -4.505 -0.061
S 1.049 -1.671 -1.497 0.545
O 0.357 -2.105 -0.342 -0.239
O 2.411 -1.351 -1.247 -0.235
F 1.029 -2.843 -2.467 -0.078
H -0.714 -0.054 -0.407 0.099
H 0.036 1.346 -1.169 0.126
H 2.032 2.238 -3.404 0.084
H 0.126 0.280 -5.179 0.113
O -3.742 -3.813 -1.265 -0.153
H -3.341 -3.956 -2.130 0.035
H -3.215 -4.357 -0.670 0.058
O 4.190 3.105 -1.054 -0.052
H 3.569 2.424 -1.327 -0.004
H 4.029 3.187 -0.105 -0.005
O -4.122 0.812 1.134 -0.128
H -3.953 0.855 2.080 0.010
H -4.983 1.224 1.043 0.020
O 4.101 2.678 1.912 -0.045
H 3.484 1.995 1.631 0.041
H 3.943 2.755 2.860 0.012
O -4.386 2.676 3.082 -0.064
H -3.954 3.519 2.916 0.050
H -4.878 2.825 3.903 0.006
O -6.346 0.996 4.465 -0.049
H -6.520 0.061 4.603 0.043
H -6.285 1.087 3.509 0.020
O 4.709 2.544 4.975 -0.046
H 5.141 3.392 4.832 0.049
H 5.233 2.128 5.666 0.051
O -3.616 0.993 -5.148 -0.072
H -3.378 1.290 -4.262 -0.017
H -4.375 1.537 -5.379 0.043
O 3.970 1.846 -4.676 -0.048
H 4.497 1.618 -5.446 0.049
H 4.270 1.235 -3.995 0.040
O 4.660 -3.648 -0.883 -0.041
H 3.867 -3.187 -1.179 0.019
H 5.374 -3.232 -1.377 0.065
O 0.403 -1.569 3.052 -0.040
H 0.183 -2.478 3.276 0.048
H 0.513 -1.583 2.096 0.011
O 3.088 -0.466 4.656 -0.052
H 3.506 0.322 4.295 0.013
H 2.230 -0.507 4.209 0.013
O 1.194 3.926 -4.897 -0.043
H 1.595 4.735 -5.227 0.046
H 0.317 3.906 -5.292 0.042
O 0.932 -0.228 7.198 -0.048
H 1.507 -0.484 6.466 0.018
H 1.207 -0.799 7.921 0.048
O -1.959 0.289 7.394 -0.070
H -2.014 1.240 7.271 0.025
H -1.067 0.147 7.735 -0.006
O -5.071 4.370 5.467 -0.043
H -4.895 4.385 6.412 0.048
H -5.940 4.773 5.380 0.049
O -6.400 -3.977 -2.533 -0.066
H -6.508 -3.023 -2.575 0.025
H -5.491 -4.104 -2.228 -0.015
O 6.383 -5.524 0.438 -0.064
H 6.613 -5.185 1.306 0.034
H 5.628 -4.986 0.161 -0.015
O 5.115 -6.580 -2.648 -0.056
H 5.340 -6.236 -1.777 0.002
H 4.364 -6.048 -2.922 0.024
O -4.194 0.180 -8.167 -0.055
H -3.967 0.483 -7.281 -0.009
H -4.953 0.711 -8.423 0.030
```

What did the fourth record say?
Molecular formula: C21H49BIN3O4P
Method: DFT, wB97M-V/def2-TZVPD

Highest occupied orbital energy (eV): -4.2
E_LUMO (eV): 2.49
2S+1: 1
Kohn-Sham gap (eV): 6.70
Net charge: -1

```
80
Properties=species:S:1:pos:R:3:lowdin_charge:R:1
C 3.863 0.821 4.709 -0.129
C 3.758 -0.149 3.468 -0.271
C 2.318 -0.719 3.190 -0.200
C 1.179 0.431 3.186 -0.281
N -0.029 0.151 2.498 -0.162
P -0.757 1.050 1.127 0.608
C -2.503 0.625 1.844 -0.266
C -3.077 -0.788 1.929 -0.304
N -4.090 -1.309 1.301 0.054
C 0.910 1.831 0.557 -0.272
C 2.113 0.958 0.080 -0.232
C 2.283 1.092 -1.505 -0.179
C 3.618 0.376 -1.929 -0.247
O 4.760 1.240 -1.712 -0.108
C -0.587 -0.574 0.055 -0.206
C 0.030 -1.859 0.636 -0.406
C -0.493 -2.857 1.718 -0.072
N 1.074 -2.323 -0.008 0.079
C -1.445 1.854 -0.492 -0.366
C -2.835 1.420 -1.072 -0.717
C -2.760 1.355 -2.677 -0.212
I -4.325 3.041 -0.778 0.736
B -1.019 2.697 2.186 -0.576
O -2.121 3.626 1.900 -0.027
O -0.279 3.105 3.340 -0.061
C -0.099 4.529 3.357 -0.116
H 3.025 0.733 5.435 0.067
H 4.874 0.694 5.180 0.062
H 3.856 1.874 4.313 0.067
H 4.216 0.293 2.540 0.094
H 4.410 -1.040 3.708 0.093
H 2.097 -1.450 4.023 0.101
H 2.339 -1.319 2.253 0.075
H 1.761 1.376 3.107 0.096
H 0.927 0.439 4.302 0.115
H -0.681 -0.296 3.125 0.060
H -2.440 0.949 2.939 0.093
H -3.337 1.316 1.523 0.051
H -2.680 -1.472 2.727 0.087
H -4.419 -0.566 0.670 0.016
H 1.301 2.520 1.371 0.073
H 0.791 2.626 -0.238 0.084
H 3.065 1.466 0.443 0.100
H 2.214 -0.083 0.447 0.069
H 2.415 2.199 -1.677 0.114
H 1.378 0.791 -2.080 0.091
H 3.760 -0.493 -1.239 0.114
H 3.547 0.097 -3.004 0.110
H 4.983 1.211 -0.777 0.062
H -0.044 -0.389 -0.916 0.060
H -1.590 -0.920 -0.356 0.082
H -0.677 -2.427 2.730 0.049
H 0.117 -3.775 1.865 0.066
H -1.505 -3.214 1.357 0.078
H 1.390 -3.211 0.383 0.022
H -1.426 2.982 -0.495 0.068
H -0.757 1.609 -1.357 0.063
H -3.239 0.426 -0.790 0.047
H -1.896 0.680 -2.912 0.064
H -3.714 0.907 -3.062 0.063
H -2.584 2.381 -3.077 0.053
H -2.766 3.426 2.592 0.084
H 0.782 4.813 3.987 0.088
H 0.108 4.932 2.330 0.096
H -0.982 5.074 3.782 0.087
C -0.980 -2.683 -2.966 -0.078
C -2.054 -2.409 -4.004 -0.275
O -1.548 -1.862 -5.214 -0.162
C -0.631 -2.671 -5.927 -0.287
C -1.219 -3.995 -6.386 -0.087
H -0.368 -1.795 -2.799 0.070
H -1.433 -2.981 -2.019 0.076
H -0.311 -3.486 -3.283 0.068
H -2.750 -1.668 -3.605 0.105
H -2.642 -3.310 -4.210 0.105
H 0.278 -2.829 -5.337 0.108
H -0.336 -2.093 -6.805 0.115
H -1.444 -4.648 -5.540 0.064
H -0.515 -4.520 -7.034 0.072
H -2.152 -3.833 -6.931 0.079
```